Entry from the Open Molecules 2025 dataset: a structure of composition C25H40N4O5PS2Tc (the ωB97M-V functional and the def2-TZVPD basis).

The geometry in XYZ format:
```
78
C25H40N4O5PS2Tc, DFT the ωB97M-V functional and the def2-TZVPD basis
Tc -0.718 0.640 1.127
C -3.239 0.133 -1.721
C -1.874 0.676 -2.159
C -1.993 1.766 -3.220
O -1.166 1.208 -1.022
C -1.042 -0.468 -2.730
O -0.839 -0.668 -3.899
O -0.539 -1.290 -1.755
H -3.865 0.955 -1.382
H -3.110 -0.572 -0.903
H -3.732 -0.369 -2.548
H -2.701 2.528 -2.905
H -2.340 1.332 -4.152
H -1.022 2.229 -3.398
H -1.226 2.173 -1.062
S 1.772 -0.328 1.415
C 1.202 -0.052 3.007
C 1.929 -0.262 4.174
C 1.346 0.070 5.378
C 0.066 0.622 5.387
C -0.602 0.778 4.191
N -0.063 0.430 3.021
H 2.921 -0.680 4.108
H 1.876 -0.081 6.306
H -0.414 0.908 6.308
H -1.600 1.197 4.153
C 1.403 -4.530 -3.435
C 0.505 -3.302 -3.527
C -0.923 -3.723 -3.860
P 0.688 -2.318 -1.961
C 2.202 -1.250 -1.974
C 3.470 -1.983 -2.403
C 1.988 -0.002 -2.831
C 0.508 -3.194 -0.354
C -0.742 -4.067 -0.396
C 1.750 -3.947 0.106
H 1.389 -5.056 -4.386
H 1.031 -5.214 -2.678
H 2.433 -4.278 -3.208
H 0.863 -2.636 -4.321
H -1.329 -4.405 -3.121
H -0.909 -4.243 -4.816
H -1.582 -2.867 -3.969
H 2.300 -0.951 -0.921
H 3.456 -2.226 -3.464
H 3.627 -2.889 -1.823
H 4.320 -1.326 -2.225
H 1.714 -0.244 -3.858
H 2.913 0.573 -2.857
H 1.217 0.634 -2.398
H 0.317 -2.363 0.339
H -0.563 -5.010 -0.908
H -1.557 -3.533 -0.880
H -1.056 -4.286 0.620
H 2.064 -4.707 -0.603
H 1.524 -4.448 1.046
H 2.576 -3.265 0.289
O -3.066 -0.113 1.795
N -2.725 -1.297 1.549
O -1.547 -1.387 1.122
N -3.384 2.725 1.610
C -2.345 3.420 2.131
S -0.781 3.126 1.563
N -2.666 4.395 2.996
C -1.924 5.318 3.751
C -2.638 6.026 4.720
C -2.005 6.963 5.510
C -0.650 7.202 5.347
C 0.061 6.495 4.394
C -0.565 5.558 3.591
H -3.218 1.760 1.324
H -4.303 2.863 2.004
H -3.654 4.446 3.220
H -3.696 5.842 4.850
H -2.568 7.503 6.254
H -0.154 7.942 5.953
H 1.116 6.675 4.267
H 0.003 5.033 2.843
```

Its expectation value of S² is 0.803. As for the LUMO energy (alpha / beta): -2.130 / -2.065 eV. Its energy above the lowest of the compared OMol25 structures with the same formula, charge and spin is 0.0 kJ/mol. The multiplicity is 2. The calculation puts the HOMO energy (alpha / beta) at -9.759 / -9.480 eV. As for the net charge: +1. The value obtained for the HOMO-LUMO gap (alpha / beta) is 0.2803 / 0.2725 Ha.

Entry from the Open Molecules 2025 dataset: a cluster of 4 separate species, C30H33F25O5 in total (the ωB97M-V functional and the def2-TZVPD basis).

The geometry in XYZ format:
```
93
C30H33F25O5, DFT the ωB97M-V functional and the def2-TZVPD basis
C 2.640 -0.160 0.746
C 1.629 -0.396 -0.500
C 2.598 -0.442 -1.822
C 0.605 0.811 -0.748
C -0.964 0.411 -0.498
C -1.360 -0.544 -1.718
C -2.524 -1.619 -1.375
C -2.115 -2.960 -0.668
C -3.170 -4.035 -0.257
C -4.686 -3.766 -0.545
C -5.129 -2.451 -1.281
C -4.028 -1.416 -1.666
O -1.659 1.687 -0.424
C -2.971 1.666 -0.953
O -3.970 1.874 -0.205
C -1.005 -0.265 0.957
C -2.441 -0.309 1.661
F -0.174 0.580 1.820
H 2.760 0.953 0.968
H 3.630 -0.722 0.633
H 2.090 -0.604 1.664
H 1.132 -1.432 -0.467
H 3.370 0.403 -1.648
H 3.187 -1.424 -1.828
H 1.997 -0.248 -2.771
H 0.653 1.151 -1.854
H 0.862 1.760 -0.139
H -0.464 -1.204 -2.037
H -1.645 0.018 -2.688
H -1.013 -3.164 -0.432
H -2.828 -5.004 0.264
H -5.483 -4.512 -0.228
H -6.213 -2.193 -1.516
H -4.351 -0.457 -2.184
H -3.210 1.495 -2.070
H -0.575 -1.327 0.878
H -2.479 -1.295 2.264
H -2.648 0.588 2.348
H -3.316 -0.367 0.922
C 1.437 -8.346 1.444
C 1.089 -9.772 1.919
C -0.006 -10.490 1.128
F -1.190 -9.852 1.186
F -0.217 -11.731 1.637
F 0.790 -9.737 3.240
F 2.230 -10.516 1.813
O 0.842 -7.259 2.165
C -0.454 -6.857 1.774
C -1.494 -7.055 2.882
F -1.585 -8.350 3.251
F -2.726 -6.681 2.457
F -0.789 -7.467 0.622
F -0.358 -5.537 1.481
H 2.510 -8.224 1.623
H 1.324 -8.228 0.363
H 0.278 -10.606 0.078
H -1.237 -6.468 3.767
C 3.260 5.506 3.964
C 3.613 6.211 2.638
C 3.203 5.475 1.362
F 3.806 4.278 1.238
F 3.561 6.195 0.267
F 4.936 6.501 2.630
F 2.966 7.415 2.645
O 4.309 4.765 4.603
C 4.510 3.433 4.179
C 5.889 3.218 3.546
F 6.065 4.002 2.461
F 6.032 1.936 3.129
F 3.498 3.056 3.376
F 4.403 2.671 5.293
H 3.030 6.303 4.677
H 2.336 4.925 3.895
H 2.120 5.327 1.320
H 6.684 3.444 4.259
C -2.808 5.026 -4.881
C -2.684 6.551 -4.686
C -1.322 7.157 -5.028
F -0.331 6.671 -4.258
F -1.339 8.499 -4.822
F -3.054 6.867 -3.423
F -3.611 7.132 -5.504
O -2.666 4.210 -3.710
C -1.354 3.852 -3.327
C -0.963 4.415 -1.956
F -1.017 5.764 -1.940
F 0.309 4.070 -1.639
F -0.490 4.192 -4.301
F -1.341 2.495 -3.278
H -3.840 4.847 -5.200
H -2.197 4.659 -5.709
H -1.065 6.987 -6.078
H -1.630 4.040 -1.176
```

As for the LUMO energy: 0.255 eV. The multiplicity is 1. The calculation puts the HOMO energy at -8.967 eV. As for the net charge: 0. The value obtained for the HOMO-LUMO gap is 0.3389 Ha. Its structure (SMILES) is CC(C)C[C@](Cc1ccccc1)(OC=O)[C@H](C)F.FC(F)C(F)(F)COC(F)(F)C(F)F.FC(F)C(F)(F)COC(F)(F)C(F)F.FC(F)C(F)(F)COC(F)(F)C(F)F.

Entry from the Open Molecules 2025 dataset: a structure of composition C4H7NO (the ωB97M-V functional and the def2-TZVPD basis).

The geometry in XYZ format:
```
13
C4H7NO, DFT the ωB97M-V functional and the def2-TZVPD basis
C 0.530 0.318 1.659
C 0.475 -0.134 0.183
O -0.350 -1.290 0.030
C -0.825 -0.964 -1.275
C -0.393 0.448 -1.095
N -0.538 1.645 -1.462
H 0.826 -0.545 2.283
H 1.279 1.101 1.844
H -0.441 0.661 2.026
H 1.517 -0.325 -0.150
H 0.048 1.708 -0.592
H -1.890 -1.168 -1.394
H -0.237 -1.454 -2.059
```

As for the LUMO energy: 0.967 eV. Its energy above the lowest of the compared OMol25 structures with the same formula, charge and spin is 358.7 kJ/mol. The multiplicity is 1. The calculation puts the HOMO energy at -9.807 eV. As for the net charge: 0. The value obtained for the HOMO-LUMO gap is 0.3959 Ha.

Entry from the Open Molecules 2025 dataset: a cluster of 2 separate species, C36H50N5 in total (the ωB97M-V functional and the def2-TZVPD basis).

The geometry in XYZ format:
```
91
C36H50N5, DFT the ωB97M-V functional and the def2-TZVPD basis
C 2.920 2.263 3.956
C 2.437 2.431 2.524
C 2.962 3.699 1.885
N 0.977 2.519 2.453
N 0.411 3.709 2.568
N -0.919 3.452 2.664
C -1.759 4.668 2.823
C -1.477 5.557 1.634
C -1.348 5.352 4.109
C -1.191 2.127 2.627
C -2.630 1.612 2.712
C -2.630 0.088 2.642
C -3.414 2.154 1.509
C -3.290 2.030 4.036
C 0.061 1.468 2.487
C 0.509 0.166 2.344
H 4.012 2.148 3.973
H 2.661 3.151 4.546
H 2.475 1.377 4.422
H 2.712 1.549 1.941
H 4.057 3.700 1.900
H 2.629 3.765 0.844
H 2.586 4.574 2.423
H -2.804 4.361 2.853
H -2.029 6.498 1.734
H -0.403 5.770 1.597
H -1.778 5.081 0.695
H -1.907 6.288 4.221
H -1.550 4.723 4.983
H -0.277 5.579 4.068
H -2.082 -0.336 3.489
H -3.659 -0.295 2.670
H -2.167 -0.254 1.712
H -3.490 3.248 1.526
H -2.917 1.854 0.575
H -4.432 1.743 1.520
H -3.361 3.119 4.150
H -4.311 1.624 4.078
H -2.719 1.631 4.886
H -0.210 -0.640 2.298
H 1.582 -0.015 2.399
C -2.801 -0.803 -5.606
C -3.375 0.554 -5.212
N -2.498 1.205 -4.280
C -2.561 2.616 -3.990
C -1.557 2.805 -2.826
C -1.062 1.430 -2.523
C -0.197 0.916 -1.587
C 0.080 -0.499 -1.564
C 1.118 -0.987 -0.721
C 1.815 -2.221 -0.818
C 2.668 -2.617 0.275
C 3.210 -3.882 0.298
C 2.918 -4.763 -0.759
N 3.446 -5.985 -0.537
C 3.383 -7.070 -1.476
C 2.162 -6.909 -2.378
C 1.980 -5.484 -2.930
C 2.172 -4.416 -1.897
C 1.726 -3.098 -1.956
C 4.232 -6.030 0.671
C 4.085 -4.606 1.263
C -0.714 -1.359 -2.398
C -1.533 -0.849 -3.399
C -1.684 0.544 -3.425
C -2.298 -1.639 -4.416
H -3.573 -1.358 -6.144
H -1.971 -0.631 -6.300
H -3.481 1.211 -6.087
H -4.384 0.431 -4.772
H -2.286 3.205 -4.877
H -3.583 2.911 -3.709
H -0.748 3.479 -3.129
H -2.064 3.254 -1.965
H 0.332 1.583 -0.902
H 1.441 -0.317 0.078
H 2.869 -1.918 1.086
H 4.307 -7.106 -2.084
H 3.334 -8.008 -0.905
H 2.251 -7.617 -3.205
H 1.274 -7.185 -1.797
H 2.685 -5.336 -3.761
H 0.973 -5.397 -3.351
H 1.298 -2.716 -2.884
H 3.850 -6.802 1.354
H 5.278 -6.281 0.445
H 5.072 -4.141 1.351
H 3.640 -4.651 2.261
H -0.644 -2.440 -2.259
H -3.161 -2.118 -3.932
H -1.664 -2.446 -4.799
```

As for the LUMO energy: -3.638 eV. The multiplicity is 1. The calculation puts the HOMO energy at -7.833 eV. As for the net charge: +1. The value obtained for the HOMO-LUMO gap is 0.1542 Ha.

Entry from the Open Molecules 2025 dataset: an isolated molecule of C20H19N5OS2 (the ωB97M-V functional and the def2-TZVPD basis).

The geometry in XYZ format:
```
47
C20H19N5OS2, DFT the ωB97M-V functional and the def2-TZVPD basis
O 1.162 -3.477 1.378
N -0.024 0.276 0.197
N -2.601 -1.851 2.622
S -4.202 -0.118 4.150
S 2.298 -0.974 -0.119
C 0.037 -3.010 1.415
C 0.567 -0.863 0.328
C -3.017 -1.325 3.740
C -3.902 -0.460 5.841
C -2.888 -1.376 6.023
C -1.569 -2.856 4.453
C -1.721 -2.833 3.095
C 2.169 0.742 -0.536
C 0.881 1.158 -0.341
C -0.734 -0.385 -4.115
C -0.994 0.970 -4.238
C 0.584 -0.834 -3.863
C 0.062 1.892 -4.027
C 1.624 0.097 -3.690
C 1.360 1.482 -3.664
N -0.247 -1.764 0.928
N -2.419 -1.799 4.857
N 2.602 2.744 -1.852
C -1.034 -3.774 2.151
C 3.202 1.655 -1.046
C 2.426 2.504 -3.310
C 0.409 2.542 -0.630
C 1.538 3.474 -1.132
H -4.409 0.069 6.627
H -2.477 -1.723 6.975
H -0.898 -3.507 5.045
H -1.538 -1.110 -4.163
H -1.995 1.269 -4.454
H 0.823 -1.915 -3.788
H -0.181 2.953 -4.071
H 2.643 -0.254 -3.552
H -1.189 -1.420 1.085
H -1.737 -4.149 1.413
H -0.623 -4.616 2.712
H 3.974 1.109 -1.609
H 3.795 2.137 -0.252
H 2.195 3.476 -3.829
H 3.439 2.201 -3.691
H -0.092 2.971 0.261
H -0.386 2.464 -1.356
H 1.072 4.267 -1.741
H 2.013 3.936 -0.227
```

As for the LUMO energy: 0.583 eV. Its energy above the lowest of the compared OMol25 structures with the same formula, charge and spin is 119.9 kJ/mol. The multiplicity is 1. The calculation puts the HOMO energy at -7.702 eV. As for the net charge: 0. The value obtained for the HOMO-LUMO gap is 0.3045 Ha. Its structure (SMILES) is O=C(Cc1cn2ccsc2n1)Nc1nc2c(s1)CN(Cc1ccccc1)CC2.